Record 1
Here is a 2-piece molecular cluster, C3H10N3 overall in a non-equilibrium geometry from the Open Molecules 2025 dataset. Energies are from the ωB97M-V functional and the def2-TZVPD basis.

Properties
ΔE to the lowest compared entry with this formula, charge and spin: 74.0 kcal/mol
LUMO: -0.1922 Ha
Frontier orbital gap: 8.04 eV
Charge: +1

Structure (XYZ):
```
16
C3H10N3, DFT the ωB97M-V functional and the def2-TZVPD basis
C 0.95419 -1.33666 -1.10828
N 0.44239 1.43063 -0.53130
C -0.35166 0.61324 -1.41381
N -0.29153 -0.64222 -1.41718
H 1.20254 -1.91634 -1.99338
H 0.82265 -2.02610 -0.26995
H 1.81685 -0.70866 -0.86510
H 1.43402 1.37242 -0.74745
H 0.16386 2.40509 -0.51565
H -0.97167 1.12845 -2.14417
C -1.45580 -0.04413 2.04175
N -0.21099 0.02563 1.77220
H -2.07837 0.81397 1.80833
H -1.90163 -0.96919 2.39098
H 0.34966 -0.76549 2.07557
H 0.07550 0.61937 0.91742
```

=====

Record 2
Here is an isolated ion of composition C3H10N3 and charge +1 in a non-equilibrium geometry from the Open Molecules 2025 dataset. Energies are from the ωB97M-V functional and the def2-TZVPD basis.

Properties
ΔE to the lowest compared entry with this formula, charge and spin: 97.9 kcal/mol
Structure (SMILES): [H]/N=C(/C)N(C)[NH3+]
LUMO: -0.1511 Ha
Frontier orbital gap: 9.95 eV
Charge: +1

Structure (XYZ):
```
16
C3H10N3, DFT the ωB97M-V functional and the def2-TZVPD basis
H -0.92809 -2.24012 -0.59495
N -1.51056 -1.49973 -0.17071
C -0.89053 -0.40492 -0.08032
C -1.72730 0.94830 0.30469
N 0.46683 -0.16828 -0.32366
C 1.37945 -1.11708 0.12643
N 0.99149 1.15268 -0.27581
H -1.26119 1.18817 1.23497
H -1.75163 1.60232 -0.58162
H -2.71624 0.56618 0.54302
H 2.37508 -1.04924 -0.27820
H 1.47957 -1.23264 1.19472
H 0.92588 -2.04660 -0.22269
H 1.27790 1.36887 0.74822
H 0.24334 1.84095 -0.64861
H 1.64601 1.09113 -0.97549
```

=====

Record 3
Here is a 2-piece molecular cluster, C3H10N3O overall in a non-equilibrium geometry from the Open Molecules 2025 dataset. Energies are from the ωB97M-V functional and the def2-TZVPD basis.

Properties
ΔE to the lowest compared entry with this formula, charge and spin: 2.8 kcal/mol
LUMO: 0.1560 Ha
Frontier orbital gap: 7.93 eV
Charge: -1

Structure (XYZ):
```
17
C3H10N3O, DFT the ωB97M-V functional and the def2-TZVPD basis
N -1.47047 -0.16011 -0.80109
C -1.33798 1.06345 -1.37696
N -2.17223 1.33271 -2.46966
N -0.50531 1.98027 -1.02667
H -0.75343 -0.36154 0.05224
H -2.13389 -0.76519 -1.23909
H -3.12971 1.02212 -2.44882
H -2.09268 2.30446 -2.69971
H 0.06395 1.61271 -0.27004
C 1.25757 -1.01662 0.89775
O 0.03122 -0.46427 1.14288
C 2.12636 -1.02238 2.16130
H 1.83392 -0.43767 0.13328
H 1.19838 -2.05151 0.50216
H 3.14324 -1.38740 1.94882
H 1.69521 -1.64115 2.95017
H 2.24585 -0.00789 2.54343
```

=====

Record 4
Here is a 2-piece molecular cluster, C3H10N3O overall in a non-equilibrium geometry from the Open Molecules 2025 dataset. Energies are from the ωB97M-V functional and the def2-TZVPD basis.

Properties
ΔE to the lowest compared entry with this formula, charge and spin: 9.0 kcal/mol
LUMO (spin up / spin down): -0.2897 / -0.5049 Ha
Frontier orbital gap (spin up / spin down): 12.74 / 6.28 eV
Expectation value of S²: 0.766
Charge: +2
Multiplicity: 2

Structure (XYZ):
```
17
C3H10N3O, DFT the ωB97M-V functional and the def2-TZVPD basis
C -1.55602 -0.74448 -1.16620
C -1.97849 -0.52385 1.20139
N -2.31794 -0.27380 -0.00884
H -1.34757 0.15208 -1.75977
H -2.20938 -1.40293 -1.73968
H -0.63608 -1.21850 -0.84325
H -1.09560 -1.10399 1.40356
H -2.64029 -0.12972 1.97005
H -2.98076 0.49454 -0.09763
N 1.88206 1.35616 -0.77352
C 1.56246 0.53395 0.29781
N 2.57352 -0.38431 0.60314
O 0.55654 0.60131 0.95849
H 2.85510 1.65309 -0.86213
H 1.27112 2.17494 -0.79471
H 3.43514 -0.43458 0.05182
H 2.62620 -0.74993 1.55947
```

=====

Record 5
Here is a 2-piece molecular cluster, C3H10N3S overall in a non-equilibrium geometry from the Open Molecules 2025 dataset. Energies are from the ωB97M-V functional and the def2-TZVPD basis.

Properties
ΔE to the lowest compared entry with this formula, charge and spin: 63.1 kcal/mol
LUMO (spin up / spin down): -0.1564 / -0.1564 Ha
Frontier orbital gap (spin up / spin down): 8.07 / 8.07 eV
Charge: +1

Structure (XYZ):
```
17
C3H10N3S, DFT the ωB97M-V functional and the def2-TZVPD basis
C -0.33162 -1.44745 -1.24330
C 1.09916 -1.10412 -0.82984
C 0.25597 1.60474 0.94601
N -0.96092 1.31271 0.84562
N 1.18272 2.28896 1.64527
N -1.28954 -1.01696 -0.22765
S 1.55727 0.57112 -0.95619
H -0.58018 -0.95962 -2.21533
H -0.44105 -2.49687 -1.46643
H 1.20843 -1.41849 0.21737
H 1.71512 -1.73886 -1.61339
H -1.65908 2.04691 1.03383
H -1.36869 -0.05298 0.09694
H 2.15349 2.26677 1.30156
H 0.90539 2.79961 2.49326
H -2.24227 -1.08144 -0.63621
H -1.20419 -1.57402 0.60846
```

=====

Record 6
Here is a 2-piece molecular cluster, C3H10N3S overall in a non-equilibrium geometry from the Open Molecules 2025 dataset. Energies are from the ωB97M-V functional and the def2-TZVPD basis.

Properties
ΔE to the lowest compared entry with this formula, charge and spin: 62.0 kcal/mol
LUMO: -0.1393 Ha
Frontier orbital gap: 8.73 eV
Charge: +1

Structure (XYZ):
```
17
C3H10N3S, DFT the ωB97M-V functional and the def2-TZVPD basis
C -0.02229 -1.09454 -1.88462
C 1.04993 1.35992 0.58150
C 1.37661 0.74663 1.91868
N 0.52426 0.65632 -0.36228
N -1.85488 0.46710 0.89348
N -0.27763 -2.13084 -2.58741
S -0.09116 -0.86084 -0.21605
H -2.71227 0.05064 1.41946
H 0.43444 -0.33716 -2.48974
H 1.24060 2.41907 0.27868
H 0.91367 1.33270 2.60613
H 2.41751 0.85795 2.06616
H 1.04362 -0.26783 1.84490
H -1.17485 0.82110 1.58413
H -2.09724 1.17584 0.15378
H -0.03696 -2.23256 -3.57921
H -0.73336 -2.96350 -2.22760
```

=====

Record 7
Here is the molecule C3H10N4O in a non-equilibrium geometry from the Open Molecules 2025 dataset. Energies are from the ωB97M-V functional and the def2-TZVPD basis.

Properties
ΔE to the lowest compared entry with this formula, charge and spin: 98.9 kcal/mol
LUMO: 0.0283 Ha
Frontier orbital gap: 8.71 eV
Charge: 0

Structure (XYZ):
```
18
C3H10N4O, DFT the ωB97M-V functional and the def2-TZVPD basis
C -0.98533 0.48638 -0.80252
C 1.57240 0.21955 0.33606
C -1.90556 -0.25172 0.08911
N -1.33118 1.04939 0.49642
N 0.38286 0.02624 -0.95522
N 2.52319 0.76529 -0.47538
N -1.49044 -1.45281 0.72034
O 1.81165 -1.04913 0.87739
H 2.60513 -1.36477 0.41806
H -1.97613 1.82903 0.41716
H 0.40541 -0.92691 -1.31350
H -1.38672 0.95252 -1.70010
H 1.03107 0.79755 1.08694
H -2.95772 -0.26099 -0.18298
H 2.96906 1.58788 -0.08649
H 1.20455 0.66518 -1.42620
H -1.98113 -1.60334 1.59391
H -0.49111 -1.46933 0.90699
```

=====

Record 8
Here is C3H10N5 as an isolated structure in a non-equilibrium geometry from the Open Molecules 2025 dataset. Energies are from the ωB97M-V functional and the def2-TZVPD basis.

Properties
ΔE to the lowest compared entry with this formula, charge and spin: 75.3 kcal/mol
LUMO: -0.1402 Ha
Frontier orbital gap: 9.89 eV
Charge: +1

Structure (XYZ):
```
18
C3H10N5, DFT the ωB97M-V functional and the def2-TZVPD basis
C -1.67167 0.05687 0.02448
C 1.15369 0.18799 -0.18717
C 1.03152 -0.44772 1.13973
N -1.36527 1.13221 0.55143
N -0.79413 -0.76886 -0.95866
N -2.85759 -0.47786 0.32384
N 2.25044 1.00227 -0.41554
N 0.47106 -0.21905 -1.25233
H 0.19433 -0.27634 1.74518
H 1.99040 -0.54618 1.65566
H 0.94005 -1.53582 0.74384
H -1.44026 -1.07200 -1.66372
H -3.25706 -0.02347 1.10414
H -2.59814 -1.42019 0.31627
H 3.06016 1.14998 0.27939
H 2.36450 1.55489 -1.26596
H -0.29066 1.72234 0.03427
H 0.81863 -0.01906 -2.17484
```

=====

Asked for M across the records above, the calculation gives 88.13, 88.13, 104.13, 104.13, 120.20, 120.20, 118.14, 116.15 g/mol in order.
Asked for total energy across the records above, the calculation gives -7735.05349, -7734.01777, -9791.69393, -9771.14403, -18570.13669, -18570.18371, -11277.91304, -10714.15473 eV in order.